Entry 1:
{
  "formula": "C4H7InO",
  "method": "ωB97M-V/def2-TZVPD",
  "species": ["C", "C", "C", "O", "In", "H", "H", "H", "H", "C", "H", "H", "H"],
  "xyz": [[0.6277, 1.1019, -0.0115], [-0.2339, -0.1549, 0.0967], [0.0394, -1.1840, -0.9199], [-0.8197, -2.0113, -1.3250], [-2.6022, -2.3115, -1.4642], [1.6762, 0.8645, -0.2541], [-1.3072, 0.0646, 0.1466], [0.1520, 1.8675, -0.6358], [0.5351, -1.1204, 0.5684], [0.3846, 1.2614, 1.4448], [0.9223, 0.6448, 2.1667], [-0.2789, 2.0473, 1.8033], [0.9045, -1.0698, -1.6160]],
  "mulliken_spin": [0.000, -0.009, 0.043, 0.063, 0.896, 0.000, -0.005, 0.000, -0.001, 0.001, 0.000, 0.000, 0.013],
  "largest_force_ha_per_bohr": 0.1325,
  "orbital_gap_ev": [9.291, 8.549],
  "relative_energy_kj_mol": 0.00,
  "spin_multiplicity": 2,
  "e_homo_ha": [-0.904, -0.955],
  "total_charge": 3,
  "total_energy_ha": -420.4620
}

=====

Entry 2:
{
  "formula": "C4H7IrO2",
  "method": "ωB97M-V/def2-TZVPD",
  "species": ["C", "C", "C", "C", "O", "Ir", "H", "H", "H", "H", "H", "H", "O", "H"],
  "xyz": [[0.3103, -0.1111, -0.9551], [0.4399, -0.9693, 0.2396], [-0.6369, 0.0962, 0.4441], [-0.3428, 1.1886, 1.2802], [-1.1895, 1.9485, 1.8245], [-2.8851, 2.1745, 2.1095], [-0.4194, -0.3970, -1.7280], [0.9576, 0.7635, -1.0600], [1.3450, -0.8548, 0.8406], [0.0294, -1.9787, 0.1607], [-1.6834, -0.2015, 0.3497], [0.7188, 1.4494, 1.4325], [1.8863, -1.1333, -2.3672], [1.4699, -1.9749, -2.5711]],
  "mulliken_spin": [0.089, -0.017, 0.183, -0.099, 0.159, 2.619, 0.001, 0.003, 0.007, 0.009, -0.005, 0.005, 1.066, -0.021],
  "largest_force_ha_per_bohr": 0.1070,
  "orbital_gap_ev": [8.397, 5.525],
  "relative_energy_kj_mol": 258.76,
  "spin_multiplicity": 5,
  "e_homo_ha": [-0.695, -0.665],
  "total_charge": 2,
  "total_energy_ha": -410.3663
}

=====

Entry 3:
{
  "formula": "C4H7LiO2Sm",
  "method": "ωB97M-V/def2-TZVPD",
  "species": ["O", "C", "C", "Li", "Sm", "H", "H", "H", "C", "C", "O", "H", "H", "H", "H"],
  "xyz": [[0.3522, -0.7761, 2.3437], [1.2628, 0.0770, 2.3162], [1.4021, 0.8647, 1.1096], [-0.2275, 1.5111, 3.8781], [-1.2830, -1.2162, -0.0012], [2.0776, 0.0950, 3.0383], [0.5521, 1.4829, 0.8707], [2.3736, 1.3027, 0.9461], [-0.8949, -0.9932, -2.5344], [-0.2059, 0.0411, -1.6808], [-2.0927, -1.4343, -2.1036], [-0.4999, -1.5226, -3.3938], [-0.9564, 0.7582, -1.4198], [0.7313, 0.5996, -1.7620], [-2.5913, -0.7900, -1.6069]],
  "mulliken_spin": [-0.003, -0.005, 0.001, 0.000, 6.002, -0.001, -0.001, 0.000, -0.013, 0.024, -0.008, 0.000, -0.002, -0.004, 0.010],
  "largest_force_ha_per_bohr": 0.1310,
  "orbital_gap_ev": [5.620, 5.623],
  "spin_multiplicity": 7,
  "e_homo_ha": [-0.521, -0.522],
  "total_charge": 2,
  "total_energy_ha": -971.8020
}

=====

Entry 4:
{
  "formula": "C4H7N",
  "method": "ωB97M-V/def2-TZVPD",
  "species": ["N", "C", "C", "C", "C", "H", "H", "H", "H", "H", "H", "H"],
  "xyz": [[1.5647, 0.6662, 1.8874], [0.9898, -0.1164, 0.7920], [-0.3587, 0.1286, 0.2253], [-0.5345, -0.2461, -1.1124], [-1.6627, -0.2892, -1.8950], [0.9239, 0.8819, 2.6486], [1.7157, -0.1675, -0.0141], [0.9310, -0.8881, 1.6380], [-0.8950, 0.9611, 0.6610], [0.3252, -0.7549, -1.5652], [-1.5901, -0.8886, -2.7952], [-2.6557, -0.2193, -1.4732]],
  "mulliken_spin": [0.785, -0.010, 0.106, 0.007, 0.069, -0.029, 0.000, 0.074, -0.003, -0.003, 0.000, 0.004],
  "largest_force_ha_per_bohr": 0.0547,
  "orbital_gap_ev": [6.217, 5.597],
  "relative_energy_kj_mol": 233.52,
  "spin_multiplicity": 2,
  "e_homo_ha": [-0.047, -0.043],
  "total_charge": -1,
  "total_energy_ha": -211.2163
}

=====

Entry 5:
{
  "formula": "C4H7N",
  "method": "ωB97M-V/def2-TZVPD",
  "species": ["C", "C", "C", "C", "N", "H", "H", "H", "H", "H", "H", "H"],
  "xyz": [[-2.0644, -0.0645, -0.4816], [-0.2292, 0.0041, 0.2789], [0.6166, -1.2255, 0.1128], [0.4533, 1.2961, 0.0923], [-1.6089, 0.1060, 0.6608], [-1.7545, -0.3415, -1.4656], [1.1517, -1.2943, -0.8008], [0.0613, -2.0300, 0.3085], [1.3744, -1.2388, 0.9005], [1.1444, 1.1966, -0.7815], [0.9822, 1.4075, 1.0691], [-0.1269, 2.1842, 0.1065]],
  "mulliken_charge": [-0.154, 0.650, -1.315, -1.131, -0.494, 0.345, 0.372, 0.430, 0.354, 0.283, 0.285, 0.377],
  "largest_force_ha_per_bohr": 0.0805,
  "orbital_gap_ev": [8.521, 7.733],
  "relative_energy_kj_mol": 463.68,
  "spin_multiplicity": 1,
  "e_homo_ha": [-0.277, -0.258],
  "total_energy_ha": -211.1841
}

=====

Entry 6:
{
  "formula": "C4H7N",
  "method": "ωB97M-V/def2-TZVPD",
  "species": ["C", "C", "C", "C", "N", "H", "H", "H", "H", "H", "H", "H"],
  "xyz": [[-1.1551, 0.4855, 0.0999], [0.1934, 1.1417, 0.5027], [-1.4133, -0.9657, 0.4829], [1.4081, 0.6348, -0.1595], [-1.6960, 1.3238, -0.6587], [0.3047, 2.1460, 0.8226], [-1.3634, -0.9444, 1.5702], [-0.8337, -1.6477, -0.1087], [-2.4127, -1.1327, 0.4318], [1.3917, -0.3899, -0.2956], [2.2186, 0.9868, 0.4433], [1.5527, 1.0783, -1.2490]],
  "mulliken_charge": [0.595, -0.302, -1.088, -0.886, -0.572, 0.368, 0.314, 0.308, 0.405, 0.335, 0.295, 0.228],
  "largest_force_ha_per_bohr": 0.0674,
  "orbital_gap_ev": [8.552, 9.037],
  "relative_energy_kj_mol": 363.97,
  "spin_multiplicity": 1,
  "e_homo_ha": [-0.306, -0.328],
  "total_energy_ha": -211.2220
}

=====

Entry 7:
{
  "formula": "C4H7N",
  "method": "ωB97M-V/def2-TZVPD",
  "species": ["C", "C", "C", "C", "H", "H", "H", "H", "H", "H", "H", "N"],
  "xyz": [[0.2912, -1.8626, 1.1524], [-0.6900, 0.0955, 0.0521], [-0.4771, 1.3841, -0.5319], [0.3536, 1.9967, -1.3275], [1.3130, -2.4076, 1.6338], [-0.4917, -2.4880, 0.8944], [-0.2315, -1.3964, 2.1668], [1.2416, -0.3122, 0.0246], [-1.6440, -0.4723, -0.2222], [-0.8507, 0.3935, 1.0989], [0.7784, 2.8274, -1.9237], [0.4312, -0.8324, 0.0366]],
  "mulliken_charge": [-0.696, -0.235, -0.279, -0.362, 0.258, 0.319, 0.208, 0.251, 0.296, 0.275, 0.324, -0.360],
  "largest_force_ha_per_bohr": 0.1706,
  "smiles": "C#CCNC",
  "orbital_gap_ev": 9.736,
  "relative_energy_kj_mol": 416.80,
  "spin_multiplicity": 1,
  "e_homo_ha": -0.330,
  "total_energy_ha": -211.2019
}

=====

Entry 8:
{
  "formula": "C4H7N",
  "method": "ωB97M-V/def2-TZVPD",
  "species": ["N", "C", "C", "C", "C", "H", "H", "H", "H", "H", "H", "H"],
  "xyz": [[0.0638, 1.2029, 2.1338], [-0.4251, 0.7992, 0.9052], [0.1233, -0.1649, 0.1731], [-0.4036, -0.5752, -1.1323], [0.2685, -1.4505, -1.8753], [-0.2306, 2.1087, 2.4567], [1.0544, 1.0447, 2.2430], [-1.3898, 1.2009, 0.6090], [1.1862, -0.3526, 0.3155], [-1.2413, 0.0182, -1.4803], [-0.0705, -1.7581, -2.8571], [1.0647, -2.0732, -1.4912]],
  "mulliken_charge": [-0.477, -0.017, -0.320, -0.036, -0.851, 0.229, 0.221, 0.280, 0.181, 0.261, 0.279, 0.248],
  "largest_force_ha_per_bohr": 0.0275,
  "smiles": "C=C/C=C/N",
  "orbital_gap_ev": 8.846,
  "relative_energy_kj_mol": 108.80,
  "spin_multiplicity": 1,
  "e_homo_ha": -0.283,
  "total_energy_ha": -211.3192
}

=====

Entry 9:
{
  "formula": "C4H7N2",
  "method": "ωB97M-V/def2-TZVPD",
  "species": ["C", "C", "C", "C", "N", "N", "H", "H", "H", "H", "H", "H", "H"],
  "xyz": [[-0.6349, -0.0212, 0.1182], [0.7509, -0.1648, -0.3480], [0.6605, -1.4848, -1.1662], [-1.3012, 0.8553, 0.9795], [-0.7411, -1.7300, -1.2297], [-1.3882, -1.0007, -0.4713], [0.8646, 0.5895, -1.0167], [1.4327, -0.0603, 0.3895], [0.9601, -1.5474, -2.2337], [1.1175, -2.3669, -0.7301], [-2.1634, 1.2659, 0.4690], [-0.8050, 1.7177, 1.4309], [-1.8731, 0.4637, 1.8245]],
  "mulliken_charge": [0.684, -0.420, -0.417, -1.104, -0.160, -0.129, 0.336, 0.468, 0.306, 0.336, 0.358, 0.364, 0.378],
  "largest_force_ha_per_bohr": 0.0779,
  "smiles": "CC1=[N+]=NCC1",
  "orbital_gap_ev": 8.018,
  "relative_energy_kj_mol": 449.24,
  "spin_multiplicity": 1,
  "e_homo_ha": -0.566,
  "total_charge": 1,
  "total_energy_ha": -265.7374
}

=====

Entry 10:
{
  "formula": "C4H7N2",
  "method": "ωB97M-V/def2-TZVPD",
  "species": ["C", "C", "C", "C", "N", "N", "H", "H", "H", "H", "H", "H", "H"],
  "xyz": [[-1.0649, -0.7010, -0.7287], [0.4962, -0.6791, -0.4603], [0.9806, -0.5971, 0.9925], [-0.3076, 0.4927, -0.8680], [0.2211, -0.1551, 1.9399], [-0.2641, 1.7881, -0.8632], [-1.6351, -1.4011, -1.4526], [-1.5969, -0.7981, 0.2251], [1.1782, -1.2427, -1.1431], [1.9372, -1.0221, 1.1775], [0.7680, -0.3045, 2.7442], [-1.2211, 2.2415, -0.7766], [0.5084, 2.3785, -0.7867]],
  "mulliken_charge": [-0.578, -0.162, -0.206, 0.426, -0.531, -0.282, 0.311, 0.323, 0.395, 0.433, 0.289, 0.319, 0.263],
  "largest_force_ha_per_bohr": 0.0981,
  "smiles": "[H]/N=C/[C@H]1CC1=[NH2+]",
  "orbital_gap_ev": 9.854,
  "relative_energy_kj_mol": 346.44,
  "spin_multiplicity": 1,
  "e_homo_ha": -0.556,
  "total_charge": 1,
  "total_energy_ha": -265.7765
}

=====

Entry 11:
{
  "formula": "C4H7N2",
  "method": "ωB97M-V/def2-TZVPD",
  "species": ["C", "C", "C", "C", "N", "N", "H", "H", "H", "H", "H", "H", "H"],
  "xyz": [[1.1488, 0.3361, -0.1273], [0.6847, 1.2860, 0.6766], [0.0927, -0.5255, -0.6259], [-0.8906, 0.7933, 1.0327], [-1.0309, -0.3081, 0.0534], [0.3874, -1.5707, -1.3771], [2.1055, 0.2353, -0.4098], [1.1973, 2.0785, 1.2980], [-0.8275, 0.5452, 2.1127], [-1.7416, 1.4863, 1.1459], [-1.9247, -0.5757, -0.0858], [1.1916, -1.5916, -1.9574], [-0.3929, -2.1891, -1.7360]],
  "mulliken_charge": [-0.459, -0.378, 0.582, -0.479, -0.084, -0.385, 0.454, 0.365, 0.298, 0.363, 0.184, 0.264, 0.275],
  "largest_force_ha_per_bohr": 0.0841,
  "smiles": "[NH2+]=C1C=CCN1",
  "orbital_gap_ev": 10.918,
  "relative_energy_kj_mol": 148.87,
  "spin_multiplicity": 1,
  "e_homo_ha": -0.558,
  "total_charge": 1,
  "total_energy_ha": -265.8518
}

=====

Entry 12:
{
  "formula": "C4H7N2",
  "method": "ωB97M-V/def2-TZVPD",
  "species": ["C", "C", "C", "C", "N", "N", "H", "H", "H", "H", "H", "H", "H"],
  "xyz": [[-1.6081, 0.0796, 0.5129], [-1.9802, -0.3345, 1.6723], [-1.2553, 0.4538, -0.7577], [1.8158, 0.0790, -0.1592], [2.2642, -0.3531, -1.2941], [2.5570, -0.7626, -2.2712], [-1.3192, -0.6946, 2.3521], [-3.0371, -0.1327, 2.0418], [-0.8361, 1.4598, -1.1128], [-1.5354, -0.2411, -1.5753], [1.5617, -0.7192, 0.5424], [2.5310, 0.5971, 0.3741], [0.8417, 0.5685, -0.3256]],
  "mulliken_charge": [0.499, -0.605, -0.959, -0.295, 0.599, -0.140, 0.287, 0.233, 0.384, 0.282, 0.334, 0.343, 0.040],
  "largest_force_ha_per_bohr": 0.1259,
  "orbital_gap_ev": 7.848,
  "relative_energy_kj_mol": 546.51,
  "spin_multiplicity": 1,
  "e_homo_ha": -0.497,
  "total_charge": 1,
  "total_energy_ha": -265.7003
}